An isolated molecule of C2H6N2S2 in a non-equilibrium geometry. Source: the Open Molecules 2025 dataset; level of theory: wB97M-V/def2-TZVPD.

Max |F| in eV/Å: 2.3
Molar mass in g mol⁻¹: 122.218
SMILES string: [H]/N=C(/NS)SC
E_HOMO in eV: -8.92
Orbital gap in Ha: 0.355

Each line ends with the Mulliken charge.
Cartesian coordinates (Å):
C  1.385  -1.392  0.418  -0.6985
C  -0.024  0.919  -0.244  0.4556
H  2.104  -1.061  1.198  0.2645
H  1.767  -2.307  -0.067  0.2698
H  0.428  -1.585  0.878  0.2647
H  1.049  2.521  -0.552  0.2833
H  -1.754  1.194  0.765  0.3388
H  -2.856  0.122  -1.275  0.1326
N  0.150  2.207  -0.149  -0.6873
N  -1.202  0.394  0.414  -0.4124
S  1.131  -0.288  -0.912  -0.0938
S  -2.177  -0.722  -0.473  -0.1172

=====

An isolated molecule of C2H6N2S2 in a non-equilibrium geometry. Source: the Open Molecules 2025 dataset; level of theory: wB97M-V/def2-TZVPD.

Max |F| in eV/Å: 3.2
Molar mass in g mol⁻¹: 122.218
SMILES string: NN1SCCS1
E_HOMO in eV: -7.64
Orbital gap in Ha: 0.300

Each line ends with the Mulliken charge.
Cartesian coordinates (Å):
C  1.126  0.961  -0.383  -0.6262
C  1.479  -0.369  0.317  -0.5011
N  -1.133  -0.103  -0.374  -0.0299
N  -2.494  -0.310  -0.195  -0.5367
S  -0.510  1.406  0.301  -0.0471
S  0.075  -1.487  0.087  -0.1084
H  1.857  1.560  0.041  0.3796
H  1.087  1.071  -1.521  0.3204
H  2.384  -0.874  -0.126  0.3490
H  1.508  -0.297  1.498  0.2766
H  -2.686  -1.361  -0.511  0.2684
H  -2.692  -0.196  0.867  0.2554

=====

An isolated molecule of C2H6N2S3 in a non-equilibrium geometry. Source: the Open Molecules 2025 dataset; level of theory: wB97M-V/def2-TZVPD.

Max |F| in eV/Å: 4.0
Molar mass in g mol⁻¹: 154.285
E_HOMO in eV: -8.37
Orbital gap in Ha: 0.306

Each line ends with the Mulliken charge.
Cartesian coordinates (Å):
C  0.340  -0.215  -0.935  -0.4277
C  0.777  -0.296  0.457  -0.6356
N  -1.269  1.301  -0.145  -0.5732
N  -0.509  0.927  -0.964  0.4013
S  -0.050  2.044  -2.482  -0.2408
S  0.084  -1.535  3.207  -0.2726
S  -0.686  -0.453  1.576  0.0157
H  1.005  -0.068  -1.734  0.3704
H  -0.295  -1.019  -1.203  0.3127
H  1.501  -1.084  0.621  0.4468
H  1.344  0.705  0.832  0.2711
H  -1.367  2.288  -2.414  0.1702
H  -0.876  -2.595  3.183  0.1615

=====

A cluster of 2 separate species, C2H6N3 in total in a non-equilibrium geometry. Source: the Open Molecules 2025 dataset; level of theory: wB97M-V/def2-TZVPD.

Max |F| in eV/Å: 5.6
Molar mass in g mol⁻¹: 72.091
E_HOMO in eV: -17.79
Orbital gap in Ha: 0.451
Total charge: +1

Each line ends with the Mulliken charge.
Cartesian coordinates (Å):
C  -1.083  -0.880  -0.076  -0.0826
C  1.027  -0.160  -1.070  -0.8150
N  -0.024  1.659  2.138  0.0392
N  -0.902  2.134  2.605  -0.0709
N  0.042  -0.223  -0.041  -0.0121
H  -1.206  -1.316  -1.083  0.2619
H  0.894  0.713  -1.669  0.3384
H  1.989  -0.059  -0.632  0.3366
H  1.017  -1.133  -1.745  0.3260
H  0.207  0.163  0.969  0.3989
H  -1.961  -0.898  0.605  0.2797

=====

A cluster of 2 separate species, C2H6N3O in total in a non-equilibrium geometry. Source: the Open Molecules 2025 dataset; level of theory: wB97M-V/def2-TZVPD.

Max |F| in eV/Å: 4.5
Molar mass in g mol⁻¹: 88.090
E_HOMO in eV: -15.44
Orbital gap in Ha: 0.399
Total charge: +1

Each line ends with the Mulliken charge.
Cartesian coordinates (Å):
C  -0.198  -1.179  -1.317  0.0001
C  -0.110  -0.066  0.519  0.5328
N  0.608  -0.803  -0.326  -0.3801
N  -1.432  -0.674  -1.129  -0.0036
N  0.367  0.335  1.645  -0.2619
O  -1.389  0.171  -0.007  -0.2020
H  0.095  -1.911  -2.037  0.4169
H  1.798  1.726  0.390  -0.1193
H  1.556  2.260  -0.082  0.1169
H  -2.334  -0.935  -1.630  0.3210
H  1.311  0.438  1.603  0.3187
H  -0.273  0.639  2.371  0.2606

=====

The ion C2H6N3O2 with charge -1 in a non-equilibrium geometry. Source: the Open Molecules 2025 dataset; level of theory: wB97M-V/def2-TZVPD.

Max |F| in eV/Å: 4.6
Molar mass in g mol⁻¹: 104.089
SMILES string: CNCN=[N+]([O-])[O-]
E_HOMO in eV: -4.02
Orbital gap in Ha: 0.301
Total charge: -1

Each line ends with the Mulliken charge.
Cartesian coordinates (Å):
C  1.071  -0.506  -0.557  -0.7946
C  -0.780  1.011  0.397  -0.5862
N  -1.793  0.598  -0.531  -0.6580
N  0.271  -0.256  0.604  -0.5103
N  -2.783  0.010  0.042  1.0259
O  -2.847  -0.251  1.322  -0.7049
O  -3.710  -0.394  -0.730  -0.7430
H  1.935  0.161  -0.780  0.2358
H  1.321  -1.540  -0.603  0.3375
H  0.459  -0.256  -1.447  0.3210
H  -0.249  1.822  -0.077  0.3218
H  -1.241  1.146  1.392  0.4191
H  -0.475  -0.857  0.830  0.3360